{"formula": "C27H50OP2Pb", "method": "wB97M-V/def2-TZVPD", "species": ["Pb", "C", "C", "C", "C", "C", "C", "H", "H", "H", "C", "H", "H", "H", "C", "H", "H", "H", "C", "H", "H", "H", "C", "H", "H", "H", "C", "C", "C", "C", "C", "C", "C", "C", "H", "H", "H", "H", "H", "H", "H", "H", "H", "H", "H", "H", "P", "P", "C", "C", "H", "H", "H", "H", "C", "H", "H", "H", "C", "H", "H", "H", "C", "H", "H", "H", "C", "H", "H", "H", "C", "C", "C", "O", "H", "H", "H", "H", "H", "H", "H"], "coordinates": [[-0.14653, 0.00476, -0.05699], [0.70423, -0.21967, 2.23317], [1.75909, 0.35425, 1.40856], [-0.08225, 1.85219, 1.36492], [-0.47260, 0.70075, 2.16754], [1.29802, 1.65906, 0.89546], [0.78970, -1.44468, 3.04462], [1.47882, -2.16683, 2.60281], [-0.18759, -1.92892, 3.17138], [1.15909, -1.16426, 4.03329], [-1.76533, 0.52126, 2.84539], [-1.90570, -0.50778, 3.18753], [-2.59034, 0.75757, 2.15808], [-1.80848, 1.19057, 3.69933], [-0.90130, 3.05737, 1.14529], [-0.80399, 3.68536, 2.03698], [-1.95544, 2.79566, 1.00140], [-0.56535, 3.62994, 0.27530], [2.10308, 2.63908, 0.13554], [2.61181, 3.29234, 0.85606], [1.48124, 3.26599, -0.51506], [2.86902, 2.15570, -0.47650], [3.13796, -0.15936, 1.30201], [3.73843, 0.35678, 2.06149], [3.58288, 0.03982, 0.32353], [3.18503, -1.23232, 1.49807], [-0.96485, -1.89578, -0.84190], [0.22774, -2.27148, -0.07308], [1.50720, -2.62969, -0.69421], [1.92990, -1.68560, -1.83927], [1.52663, -0.27459, -1.63432], [0.29805, 0.29781, -2.20763], [-0.67354, -0.52349, -2.96986], [-1.04067, -1.87423, -2.29729], [1.43281, -3.67494, -1.05057], [1.53114, -2.04362, -2.79424], [2.29047, -2.63378, 0.08702], [-0.41643, -2.68024, -2.70932], [-1.88828, -1.90217, -0.26581], [0.04642, -2.58803, 0.94379], [-2.08417, -2.12130, -2.57913], [-1.59270, 0.07586, -3.09855], [0.27262, 1.38072, -2.32545], [-0.26197, -0.69390, -3.97815], [3.02916, -1.70085, -1.93534], [2.28910, 0.44987, -1.37256], [-1.21453, -0.73966, -7.27539], [-0.86835, 2.00762, -8.83391], [-1.22982, -0.79525, -9.14568], [-1.57749, 0.55701, -9.78074], [-1.97586, -1.54627, -9.43656], [-0.24814, -1.14907, -9.49717], [-1.17128, 0.60824, -10.79811], [-2.67014, 0.68316, -9.85148], [-1.68440, 3.38925, -9.74284], [-1.22953, 4.34109, -9.43398], [-2.75127, 3.43162, -9.48038], [-1.58807, 3.28536, -10.83144], [0.79512, 2.06704, -9.64784], [0.71784, 2.07432, -10.74312], [1.39212, 1.20083, -9.33498], [1.32267, 2.97490, -9.32176], [-2.66412, -1.84272, -6.95725], [-2.72803, -2.05767, -5.88126], [-2.58793, -2.79090, -7.50738], [-3.59012, -1.33079, -7.25435], [0.14661, -1.94261, -6.94655], [1.11548, -1.49485, -7.21037], [0.01740, -2.87550, -7.51103], [0.16933, -2.17566, -5.87134], [-2.77283, -3.64366, 0.97613], [-2.66126, -2.29754, 1.78626], [-2.76864, -2.78505, 3.25814], [-1.60757, -1.49109, 1.51791], [-1.86015, -4.23566, 1.13902], [-2.95889, -3.55624, -0.09421], [-3.62345, -4.23679, 1.33349], [-3.60104, -1.71522, 1.57255], [-1.88573, -3.39123, 3.50502], [-2.89272, -2.01143, 4.01780], [-3.65158, -3.42681, 3.38827]], "atomic_forces_ev_per_a": [[-3.1126, 1.1549, 3.4871], [-2.1539, 2.2288, 0.0204], [-0.6693, 1.9775, 0.1332], [1.5180, 0.2714, -0.8415], [2.4304, -2.0112, 1.4400], [-0.2109, -1.1512, 1.3457], [-0.0600, -0.3393, 0.2585], [0.0974, -0.0017, 0.1822], [0.2867, 0.3256, -0.1222], [0.1547, -0.1424, 0.0698], [-0.4123, 0.2512, 0.4166], [0.2190, 0.8331, 0.0144], [0.1294, -0.0229, 0.3423], [-0.0836, 0.4492, 0.1987], [-0.2715, 0.2076, -0.2186], [-0.1415, 0.0761, -0.0670], [0.1619, 0.1760, 0.2304], [-0.0178, -0.0338, 0.2461], [0.1291, 0.3671, -0.0777], [0.0457, 0.0331, -0.3045], [0.2035, -0.0614, 0.1312], [0.0225, 0.1652, 0.1045], [0.2905, -0.1307, -0.0037], [0.0891, -0.1511, -0.1428], [0.0838, 0.0555, 0.1720], [0.0918, 0.1586, 0.0727], [1.2717, -3.1230, 1.2332], [-2.7675, -1.9564, -1.9594], [1.1142, 0.1459, 0.1846], [0.5579, -0.6352, -0.3541], [-1.2384, 1.9024, -3.4846], [3.9939, -0.7751, -1.2809], [-0.9696, 0.3185, -0.0525], [-0.0659, -0.6249, -1.7734], [-0.0232, 0.3543, 0.0317], [0.0820, 0.1415, 0.1678], [-0.3487, -0.1044, -0.3785], [-0.1841, 0.2336, 0.0506], [0.5601, 0.2232, -0.1132], [-0.2315, 0.3088, 0.0373], [0.5643, 0.1774, 0.1490], [0.3915, -0.2611, -0.1234], [0.0061, -0.0590, 0.1360], [-0.0925, 0.0595, 0.1617], [-0.4224, -0.0315, 0.0695], [-0.1562, -0.0154, 0.2486], [-0.1450, -0.3859, 0.0998], [0.0168, 0.2784, -0.4944], [0.0210, 0.0063, 0.1375], [0.0148, 0.3377, 0.0189], [0.2861, 0.0403, -0.0432], [-0.2483, 0.1316, 0.1620], [-0.2463, -0.0516, 0.0476], [0.3340, 0.0191, 0.0968], [-0.0834, 0.0821, -0.0561], [-0.1060, -0.2530, -0.1020], [0.2899, -0.0282, -0.0762], [-0.0297, 0.0488, 0.1893], [0.0328, 0.0778, 0.1171], [0.0229, -0.0084, 0.2118], [-0.0744, 0.1636, -0.0887], [-0.1102, -0.2573, -0.0999], [-0.0232, -0.0988, 0.0738], [-0.0632, 0.0041, -0.2082], [-0.0549, 0.1820, 0.1368], [0.2448, -0.1312, 0.0875], [0.1178, -0.1552, -0.0390], [-0.2598, -0.1113, 0.0414], [0.1006, 0.1224, 0.1578], [0.0054, -0.0629, -0.1891], [0.1066, 0.1914, 0.1831], [-2.5603, -0.9488, 0.2700], [-0.0413, -0.0539, 0.0902], [0.7546, -0.4021, -0.4714], [-0.1810, 0.0112, -0.1039], [0.1486, 0.1745, -0.1766], [0.2683, 0.1957, 0.0861], [0.2257, -0.4851, 0.1718], [-0.1336, 0.0934, 0.0410], [0.2162, 0.1781, -0.1333], [0.2917, 0.1308, -0.1762]], "mulliken_charge": [1.161, 0.831, 0.571, 0.329, 0.531, 0.397, -1.214, 0.422, 0.056, 0.422, -1.188, -0.137, 0.376, 0.445, -1.550, 0.388, 0.327, 0.367, -1.524, 0.366, 0.394, 0.357, -1.420, 0.421, 0.261, 0.388, -1.117, 0.181, -1.255, -0.910, -0.387, -0.482, -0.916, -1.618, 0.585, 0.137, 0.314, 0.365, 1.434, 0.853, 0.507, 0.484, 0.881, 0.123, 0.509, 0.932, 0.449, 0.153, -0.804, -0.948, 0.431, 0.434, 0.465, 0.415, -1.084, 0.367, 0.343, 0.318, -1.115, 0.347, 0.276, 0.376, -1.168, 0.219, 0.371, 0.354, -1.082, 0.298, 0.435, 0.219, -1.365, 0.438, -1.437, -0.511, 0.276, 0.379, 0.522, 0.079, 0.316, 0.361, 0.476], "de_lowest_kcal_mol": 140.7, "total_charge": 2}